# 1
17
Properties=species:S:1:pos:R:3:forces:R:3:nbo_charge:R:1 method="wB97M-V/def2-TZVPD" e_tot_ev=-10348.7703 gap_ev=10.033 smiles="NCCC(N)=O.O"
O 2.137442 -1.039758 0.563007 0.21 -0.11 -0.10 -0.611
O -1.895912 2.166770 -3.969125 -0.05 -0.04 0.30 -0.941
N 0.693750 -1.740696 -1.052907 -0.23 -0.17 -0.38 -0.829
N -1.040599 1.019102 2.541723 0.49 0.05 -0.08 -0.831
C 1.026123 -1.071500 0.086185 -0.51 0.42 0.38 0.686
C -0.160814 -0.281220 0.668332 0.85 -0.75 -0.55 -0.506
C 0.092284 0.207827 2.066625 -0.51 -0.28 0.24 -0.217
H 1.384502 -2.009587 -1.732925 0.23 -0.07 0.28 0.399
H -0.239528 -1.625183 -1.407728 0.02 0.03 -0.03 0.386
H -0.244415 0.528984 -0.045588 -0.41 0.50 0.03 0.232
H -1.056309 -0.897022 0.595604 -0.19 0.06 0.06 0.206
H -1.780392 0.407240 2.860368 -0.09 0.06 0.05 0.349
H 0.266516 -0.658955 2.712133 0.15 -0.03 0.01 0.171
H -1.742782 3.050387 -4.313707 0.02 -0.06 -0.13 0.472
H -0.723100 1.553403 3.340747 -0.23 0.03 0.07 0.357
H -1.816962 1.558835 -4.706702 0.03 0.09 -0.17 0.469
H 1.001899 0.788726 2.077041 0.19 0.27 0.03 0.208

# 2
16
Properties=species:S:1:pos:R:3:forces:R:3:nbo_charge:R:1 method="wB97M-V/def2-TZVPD" e_tot_ev=-7393.0713 gap_ev=10.845 smiles=CC1(CO)CC1
O 1.889535 -1.213501 0.143321 0.02 -0.12 0.10 -0.720
C 0.949359 -0.549695 0.990931 -0.20 0.21 0.35 -0.057
C 0.226946 1.647022 -0.205234 0.12 -0.05 -0.15 -0.604
C -0.106476 0.197687 0.171658 0.18 0.01 -0.19 -0.100
C -1.596547 -0.072588 0.004738 -0.11 -0.04 0.07 -0.403
C -0.610916 -0.765182 -0.863607 0.03 -0.12 -0.39 -0.405
H 1.469262 -1.994686 -0.243621 0.13 0.35 0.11 0.461
H -2.222626 -0.651321 0.678058 0.27 0.03 0.02 0.217
H 1.260779 1.916485 0.034551 -0.09 -0.17 -0.13 0.216
H 0.514765 -1.275600 1.692394 -0.03 0.25 -0.01 0.168
H -0.462806 -1.808564 -0.580457 0.00 0.18 -0.32 0.189
H -0.421427 2.368994 0.317796 0.19 -0.37 -0.04 0.209
H 0.076569 1.815365 -1.276941 0.06 0.00 0.07 0.209
H -0.422849 -0.540557 -1.902433 -0.43 0.01 -0.18 0.217
H -2.111423 0.754131 -0.484449 0.02 -0.07 0.40 0.215
H 1.567858 0.172013 1.523298 -0.15 -0.11 0.31 0.188

# 3
102
Properties=species:S:1:pos:R:3:forces:R:3:mulliken_charge:R:1 method="wB97M-V/def2-TZVPD" e_tot_ev=-55720.0245 gap_ev=5.093 charge=+1
P -0.527220 1.119658 1.876376 -1.38 1.75 1.13 0.069
N 4.821179 0.127124 -3.637927 -0.05 -0.20 -0.04 0.013
N -3.556845 -4.016022 -1.874005 0.50 0.36 0.27 0.026
C -1.295114 5.631696 0.838113 0.00 -0.10 0.16 -0.701
C 3.648218 0.068927 -2.979319 -0.14 -0.20 -0.30 0.534
C -1.650129 -0.811995 3.843519 -0.20 -0.15 0.04 -0.484
C -2.708810 -1.934458 3.932614 0.09 -0.02 0.02 -0.737
C 5.196805 0.908273 -1.441183 0.91 0.12 0.55 -0.533
C -2.903823 -2.253496 -0.601090 0.98 1.20 0.08 1.366
C -2.514068 -3.238963 -1.525972 -0.28 -0.11 -0.65 -0.039
C 3.330456 0.016945 3.202464 -0.04 -0.06 0.03 -0.659
C -0.314691 -2.388040 -1.608731 -0.40 -0.29 -0.47 -1.159
C 2.445371 -0.389963 -3.532854 0.12 0.45 0.80 -0.054
C -0.723563 3.854745 2.580817 0.16 0.56 -0.22 -0.892
C -3.511067 -4.978601 -2.940791 0.09 -0.72 -0.16 -0.608
C 2.083282 2.499032 2.197004 0.07 0.16 0.14 -1.303
C -3.307040 0.682398 2.745364 0.11 0.17 -0.04 -1.163
C 0.216807 -0.204690 -0.512307 0.38 -0.83 -2.73 0.875
C -4.414344 -0.377132 2.875323 0.02 -0.17 -0.15 -0.007
C 5.859623 0.739907 -2.831748 0.37 0.28 -0.05 -0.872
C -1.329250 5.237015 2.316738 -0.17 -0.04 0.12 -0.996
C -0.703027 -1.243205 -0.823614 0.33 0.48 0.07 0.070
C -4.728658 -3.728738 -1.068797 -0.64 -0.18 0.26 -0.955
C 3.877314 -1.238158 -5.434537 0.06 -0.34 0.17 -0.849
C 1.413652 -0.045784 -1.304411 0.55 -0.40 -0.39 0.845
C 1.333855 1.159660 2.223195 -0.46 -0.59 0.32 2.171
C -1.256418 3.200022 0.131101 0.05 0.18 0.23 -0.696
C -2.378444 -4.660160 -3.916283 0.01 0.40 -0.15 -0.880
C -1.943752 4.558584 -0.031208 0.09 -0.04 -0.08 -0.931
C 3.600544 2.300772 2.050575 0.07 -0.17 -0.14 -0.157
C 2.711974 0.311233 -0.788193 0.10 0.13 -0.34 -0.001
C -1.252974 2.786478 1.612499 -0.31 0.42 0.86 0.501
C -2.084412 -1.160226 -0.413708 -0.54 -0.62 -0.11 -0.813
C 2.461869 -0.922206 -4.925804 -0.38 0.24 -0.65 -0.508
C 4.178611 1.284261 3.040605 0.08 0.08 0.22 -0.983
C 4.951783 -0.226248 -5.027863 -0.02 0.30 -0.39 -0.644
C -4.293327 -2.545699 -0.171673 -0.98 0.14 0.23 -0.359
C -1.243614 -3.285471 -2.118513 0.21 0.59 0.56 0.010
C -1.914195 0.028906 2.587350 0.29 -0.57 0.41 1.436
C -4.146322 -1.405132 3.977763 0.07 0.16 0.11 -0.994
C -1.052768 -4.248128 -3.248361 0.57 -0.65 -0.10 -0.421
C 3.785404 0.468309 -1.641972 -1.20 -0.33 0.15 -0.706
C 1.334634 -0.318783 -2.710460 0.30 -0.58 0.13 -0.960
C 1.827690 0.303591 3.389936 0.32 0.07 -0.04 -0.702
H -0.108925 0.595448 0.234547 0.22 -1.20 -0.63 -1.154
H 5.951627 -0.650537 -5.189050 -0.21 0.06 -0.01 0.391
H -2.705956 -3.836778 -4.563629 0.03 -0.11 0.09 0.320
H 3.835735 1.996439 1.019398 -0.07 0.11 0.25 -0.197
H 3.863793 -1.316977 -6.524379 0.03 -0.04 0.12 0.374
H -3.385919 -5.997786 -2.536729 -0.03 0.24 0.00 0.299
H 3.462970 -0.621210 2.311952 -0.09 0.08 0.23 0.177
H -0.234139 3.250877 -0.263375 0.00 -0.02 0.00 0.301
H -4.470927 -4.974343 -3.475477 0.17 0.07 0.16 0.384
H 5.192759 1.006397 2.724927 -0.15 0.04 0.08 0.400
H -5.001733 -4.606514 -0.460423 0.05 0.23 -0.21 0.370
H -2.599632 -2.583438 3.049787 0.05 0.08 0.11 0.203
H 1.650518 0.837802 4.333386 0.02 -0.11 -0.10 0.459
H -1.813283 6.588646 0.706505 0.15 -0.12 -0.04 0.393
H -1.983699 -0.682709 1.741775 -0.10 0.15 0.75 -0.996
H -2.214839 -5.529121 -4.560700 -0.02 0.17 0.08 0.377
H -1.935122 4.857893 -1.083298 -0.04 -0.01 0.07 0.413
H -0.647285 -1.253475 3.831076 -0.22 0.04 0.00 0.101
H -0.795237 5.983285 2.915587 -0.15 -0.06 -0.03 0.449
H 1.744120 3.134873 1.368540 0.01 -0.12 0.21 0.230
H -5.378760 0.115095 3.061338 0.23 -0.03 -0.09 0.521
H -2.990292 4.453479 0.270333 -0.09 0.01 -0.06 0.342
H -4.341177 -2.855868 0.883022 0.13 0.22 -0.26 -0.039
H -2.370102 5.225649 2.659577 -0.02 0.13 -0.04 0.365
H 0.366326 -0.552897 -3.156237 0.17 0.10 0.25 0.904
H -2.519889 -0.213879 -0.064772 0.45 -0.51 0.18 0.433
H -0.520088 -5.144427 -2.897641 -0.09 0.12 -0.08 0.336
H -0.933445 3.539574 3.614911 0.09 0.06 -0.27 0.409
H -3.307302 1.318356 3.643675 0.07 -0.05 -0.19 0.549
H 5.721855 0.301934 -0.690452 -0.15 0.15 -0.09 0.276
H 2.913751 0.348120 0.283714 -0.25 0.21 -0.56 0.267
H 5.273090 1.956286 -1.121598 -0.14 -0.28 0.03 0.277
H 4.096307 3.268284 2.208904 -0.12 -0.18 -0.13 0.535
H -0.415259 -3.780027 -4.010012 -0.06 -0.19 0.16 0.150
H -0.254569 5.768571 0.522122 -0.02 0.06 -0.01 0.297
H -2.316447 2.679220 1.879875 0.36 -0.02 -0.09 0.283
H -1.713360 -0.167284 4.731302 0.07 -0.09 -0.10 0.453
H -5.601329 -3.480276 -1.693773 0.33 -0.11 0.02 0.351
H -4.950238 -1.675219 -0.292133 0.05 -0.22 0.08 0.495
H -1.795440 2.439057 -0.452135 0.18 0.08 0.07 0.131
H 1.964279 -0.205986 -5.594096 0.11 -0.11 0.00 0.354
H 4.166101 -2.221894 -5.045060 0.02 0.13 -0.04 0.325
H 6.152059 1.718117 -3.250240 -0.08 -0.26 0.07 0.316
H -4.855896 -2.239134 3.889253 0.13 0.16 0.04 0.410
H -4.518152 -0.900271 1.911643 0.08 0.16 0.21 -0.375
H 0.736405 -2.524997 -1.869262 -0.31 0.18 0.04 0.861
H 1.284510 -0.645727 3.437803 0.10 0.13 0.02 0.075
H -3.560016 1.330320 1.896238 0.04 -0.19 0.13 0.476
H 4.298496 1.771277 4.018349 -0.13 -0.09 -0.10 0.384
H -4.342615 -0.939934 4.954277 0.12 -0.06 -0.13 0.370
H 1.906653 3.031152 3.142120 -0.03 -0.10 -0.23 0.673
H 0.359037 3.962245 2.490094 -0.37 -0.05 0.03 0.136
H 1.634244 0.630311 1.307850 -0.07 0.04 0.41 -1.485
H 1.863913 -1.842221 -4.963321 0.08 0.17 -0.08 0.113
H 6.765911 0.115791 -2.803131 -0.28 0.10 -0.02 0.361
H 4.876807 0.674059 -5.664761 0.04 -0.15 0.17 0.299
H 3.698615 -0.555397 4.062266 -0.01 0.02 -0.20 0.467
H -2.524001 -2.566470 4.809504 0.03 0.11 -0.14 0.459

# 4
61
Properties=species:S:1:pos:R:3:forces:R:3:nbo_charge:R:1 method="wB97M-V/def2-TZVPD" e_tot_ev=-49879.1386 gap_ev="5.516 / 5.692" charge=+1
Sn 0.524593 0.116921 0.445558 1.72 -0.86 1.83 1.744
F -1.521046 -2.420369 0.054406 0.94 0.30 -1.12 -0.321
F 2.840770 -2.423644 1.659677 -0.26 -0.19 -0.71 -0.313
F -0.934242 -4.675016 -1.527084 0.08 0.07 1.07 -0.281
F 2.922891 -5.033604 1.215762 -0.45 0.37 -0.40 -0.279
F 1.060250 -6.272817 -0.400162 0.03 1.29 0.06 -0.269
O -0.681871 1.996632 0.191675 -0.98 1.43 -0.80 -0.712
O -3.062096 0.269373 -3.036823 1.09 -0.09 -0.27 -0.538
C -2.508972 2.708872 1.699763 0.11 -0.03 0.15 -0.641
C -0.837797 -0.595300 -2.817892 -0.28 -0.15 0.30 -0.426
C -1.911961 3.638986 -0.651135 0.34 -0.38 -0.17 -0.470
C -0.265858 -2.002197 3.332747 -1.23 1.41 -0.45 -0.307
C 3.900272 0.034351 0.899213 -0.45 1.05 0.09 -0.183
C -0.083821 -4.186931 -0.599647 -0.22 -0.04 -0.33 0.254
C 0.987618 -4.949192 -0.146730 -0.12 -0.45 -0.24 0.306
C -1.049264 -0.153170 -4.290901 0.02 0.81 0.50 -0.437
C 1.880978 -2.934357 0.845775 0.58 -0.33 0.37 0.373
C 0.306109 0.238188 3.401936 2.27 -0.36 0.01 -0.250
C 1.426418 -0.528395 3.846935 -0.62 1.30 -0.45 -0.318
C 0.821667 -2.153205 0.411355 -0.39 -0.45 0.36 -0.613
C 1.943334 -4.314946 0.637590 0.51 0.06 0.41 0.250
C 2.410676 1.306720 -0.344475 -0.62 -0.70 0.18 -0.532
C 3.831889 -0.527301 -0.408638 -0.52 0.63 -1.01 -0.235
C -1.442681 3.203424 0.738781 -0.41 0.73 0.91 0.327
C -2.270145 -0.599429 -2.200652 0.09 -0.22 -0.94 -0.082
C 3.068047 1.161502 0.955924 0.17 -0.74 0.20 -0.334
C -1.220608 2.387437 -1.138275 0.09 -0.74 -1.02 -0.067
C -2.575057 0.033081 -4.395766 -0.25 -0.70 0.46 -0.076
C 1.061073 -1.894751 3.833078 -0.22 0.57 0.00 -0.056
C -0.747038 -0.693937 3.072313 -0.43 -2.60 -0.18 -0.274
C 2.949763 0.240955 -1.183060 0.50 -0.62 0.29 -0.284
C -0.235428 -2.884412 -0.098760 -0.53 -0.32 0.00 0.372
C -0.466947 4.216177 1.292336 0.17 -0.28 0.33 -0.635
H 0.217812 1.323453 3.381536 0.08 -0.26 0.16 0.230
H -0.174167 0.119697 -2.300425 -0.10 -0.06 -0.14 0.169
H 4.549128 -0.323351 1.699853 -0.37 0.13 -0.25 0.246
H -0.574876 0.833483 -4.421605 -0.07 -0.38 -0.10 0.206
H 1.667248 -2.719627 4.200066 -0.09 0.22 -0.19 0.236
H -3.199155 3.515392 1.983872 0.25 -0.12 -0.16 0.248
H 0.353769 4.349400 0.573143 -0.19 0.07 0.25 0.222
H -0.060441 3.877690 2.252120 0.03 0.18 -0.10 0.219
H -3.099224 1.888237 1.270993 0.14 0.26 -0.05 0.229
H -1.414069 4.542993 -1.021455 -0.37 -0.12 0.29 0.229
H -1.746361 -0.433929 2.726715 0.22 -0.09 0.23 0.237
H 4.417840 -1.382776 -0.759707 -0.39 0.37 0.16 0.246
H -2.989190 3.663096 -0.825741 0.21 0.03 0.10 0.243
H -2.040189 2.339622 2.619897 -0.06 0.05 -0.11 0.220
H -2.656963 -1.634885 -2.266101 -0.03 0.46 0.21 0.195
H 1.883039 2.194548 -0.700604 0.52 -0.13 0.05 0.257
H -0.975694 5.184513 1.430134 0.16 -0.39 0.00 0.248
H -0.379683 -1.582137 -2.709270 -0.02 0.08 -0.14 0.226
H -0.621039 -0.830452 -5.038463 -0.26 0.07 0.27 0.237
H -0.811812 -2.932174 3.199048 0.07 0.31 0.03 0.239
H -2.306492 -0.258045 -1.150630 -0.21 -0.16 -0.46 0.180
H -3.049308 -0.902715 -4.729577 0.10 0.24 -0.13 0.179
H -2.863277 0.846552 -5.074482 -0.07 -0.15 0.52 0.210
H 2.956229 1.843483 1.793506 0.01 -0.16 -0.17 0.246
H 2.731596 0.126062 -2.242582 0.04 -0.07 0.30 0.243
H -1.921524 1.625064 -1.479282 0.28 0.18 -0.15 0.230
H -0.403016 2.537327 -1.857665 -0.22 -0.14 0.19 0.198
H 2.388303 -0.120170 4.151887 -0.35 -0.15 -0.02 0.238